1.
The following is a DFT calculation (ωB97M-V/def2-TZVPD) of a 2-piece molecular cluster, C25H23ClN3 overall at a distorted geometry.

Structure (XYZ):
```
52
Properties=species:S:1:pos:R:3:forces:R:3:nbo_charge:R:1
Cl 6.712328 -1.490545 -3.183431 0.152 0.007 -0.122 0.038
C 5.043790 -1.332998 -2.785809 -0.697 0.069 0.377 -0.072
C 4.285621 -2.493468 -2.547198 -0.173 0.583 0.067 -0.196
C 2.934339 -2.363298 -2.217268 0.260 0.300 -0.638 -0.265
C 2.335090 -1.093778 -2.261151 0.429 0.025 0.540 0.142
N 0.943396 -1.007215 -2.152727 -0.180 0.179 -0.916 -0.767
C 3.122196 0.066357 -2.329679 0.230 -0.385 -0.503 -0.256
C 4.481164 -0.051078 -2.648781 -0.314 -0.634 0.053 -0.186
H 4.727808 -3.480210 -2.677411 -0.001 0.301 0.211 0.243
H 2.309335 -3.242748 -2.042316 0.233 0.175 -0.189 0.219
H 0.515051 -0.190171 -2.579128 0.307 -0.405 -0.134 0.401
H 0.467008 -1.874764 -2.423467 0.241 0.707 -0.068 0.393
H 2.649581 1.044381 -2.221580 0.169 -0.224 -0.177 0.226
H 5.083394 0.831988 -2.854132 -0.085 -0.227 0.238 0.242
C 3.442612 -0.941989 3.025630 0.409 -0.099 0.197 -0.416
N 2.188601 -0.493294 2.444693 -0.327 -0.574 -2.110 -0.287
C 1.779142 -0.846488 1.197857 -0.270 -0.075 1.402 0.155
C 0.519552 -0.270983 0.901431 -0.675 -0.109 -0.880 -0.212
C -0.317909 -0.673156 -0.189700 0.878 -1.705 2.865 0.146
C -1.683631 -0.206079 -0.318801 -2.099 0.616 0.044 -0.268
C -2.667445 -0.366354 0.688396 1.073 0.221 -1.250 0.049
N -3.879347 0.076360 0.248518 0.347 -0.102 -0.376 -0.337
C -5.060520 0.148979 1.094857 -0.052 -0.212 0.381 -0.406
C -3.757581 0.549677 -1.064235 0.514 0.245 0.948 0.128
C -2.395295 0.410041 -1.454425 -0.405 -0.502 1.004 -0.003
C -2.004040 0.970466 -2.663948 -0.072 0.241 -0.523 -0.219
C -2.939817 1.657118 -3.448790 0.524 -0.232 0.238 -0.212
C -4.270395 1.812060 -3.024234 -0.049 -0.495 0.543 -0.199
C -4.699215 1.250672 -1.812180 0.237 0.203 -0.761 -0.222
C 0.203450 0.572026 2.068401 0.601 -0.105 0.385 -0.001
C 1.237421 0.355111 3.025135 -0.616 0.060 -0.213 0.111
C 1.200013 0.855953 4.323917 -0.504 0.435 -0.290 -0.220
C 0.090798 1.661580 4.641613 0.203 -0.137 -0.040 -0.186
C -0.934635 1.916428 3.715337 0.222 -0.220 -0.595 -0.206
C -0.870696 1.376354 2.419476 -0.292 0.373 0.400 -0.207
H 3.548562 -0.462808 3.996787 0.144 -0.120 -0.086 0.230
H 3.463897 -2.032459 3.152686 -0.201 0.315 0.021 0.229
H 4.294158 -0.664749 2.389236 -0.337 0.074 0.171 0.233
H 2.337347 -1.554432 0.601137 0.143 0.147 0.002 0.239
H -0.108502 -1.686504 -0.574620 -0.232 1.130 0.520 0.225
H -2.547018 -0.783266 1.690396 -0.097 0.154 -0.444 0.235
H -5.884403 0.620519 0.550679 0.254 -0.178 0.193 0.228
H -5.353695 -0.856917 1.423870 -0.068 0.232 -0.260 0.219
H -4.841988 0.724490 2.007186 -0.090 0.004 -0.396 0.213
H -0.955829 0.887576 -2.950591 -0.372 0.269 -0.278 0.184
H -2.624241 2.095763 -4.398002 -0.104 -0.141 0.340 0.229
H -4.964091 2.371356 -3.648598 0.110 -0.152 0.193 0.231
H -5.723453 1.357141 -1.462924 0.207 0.077 -0.151 0.225
H 1.993044 0.632557 5.040803 -0.368 0.208 -0.164 0.232
H 0.020098 2.120482 5.626381 0.064 -0.231 -0.165 0.233
H -1.798601 2.538793 3.983342 0.548 -0.267 -0.030 0.233
H -1.646469 1.555507 1.677366 0.177 0.180 0.422 0.234
```
Positions in Å, forces in eV/Å.

- 2S+1: 1
- Total charge: +1
- Electronic energy: -1590.65486 Ha
- HOMO level: -10.63 eV

2.
The following is a DFT calculation (ωB97M-V/def2-TZVPD) of C25H23CuF4N3O3S as an isolated structure.

Structure (XYZ):
```
60
Properties=species:S:1:pos:R:3:forces:R:3:nbo_charge:R:1
Cu 0.036930 -0.643393 0.520111 0.170 -0.200 0.009 0.769
C -0.463435 -3.711665 1.302320 0.076 0.030 0.011 -0.420
N -1.324749 -2.570169 1.059199 -0.139 -0.194 -0.124 -0.466
C -2.396427 -2.916744 0.141139 0.107 -0.017 0.041 -0.411
C -1.847674 -1.997770 2.287346 0.113 0.179 -0.012 -0.225
C -0.762580 -1.393055 3.199017 0.057 -0.009 -0.075 -0.236
N 0.382350 -0.920904 2.440146 0.016 0.044 -0.295 -0.786
C 1.525741 -0.683777 3.092839 -0.064 0.107 0.125 0.188
C 2.729605 -0.445311 2.367596 -0.106 -0.044 0.006 0.231
F 2.675007 -0.454496 1.024872 0.000 0.017 -0.121 -0.305
C 3.945932 -0.237707 2.960655 -0.024 0.003 0.100 0.348
F 5.023541 -0.042902 2.173854 0.090 0.009 -0.096 -0.325
C 4.116792 -0.235479 4.335906 0.098 0.027 0.030 -0.442
C 2.970197 -0.433340 5.072354 -0.004 0.011 -0.084 0.348
F 3.048789 -0.408746 6.420667 -0.015 0.007 0.122 -0.330
C 1.731619 -0.630616 4.501272 0.006 0.000 -0.101 0.196
F 0.684595 -0.709771 5.362047 -0.094 -0.024 0.075 -0.334
H -1.015814 -4.556446 1.749660 -0.009 0.003 0.021 0.152
H 0.354091 -3.425223 1.964182 -0.048 0.004 -0.015 0.222
H -0.029682 -4.043305 0.356555 -0.020 -0.012 0.022 0.200
H -3.054793 -3.700988 0.555390 -0.009 0.006 -0.006 0.148
H -1.970570 -3.286324 -0.793898 0.012 0.001 0.015 0.197
H -2.985162 -2.032800 -0.092303 -0.024 0.055 0.002 0.226
H -2.406091 -2.755221 2.864605 -0.083 0.015 0.026 0.157
H -2.557929 -1.221169 1.993467 0.018 0.022 -0.021 0.197
H -0.460284 -2.147933 3.930902 0.031 -0.061 0.003 0.171
H -1.233148 -0.578092 3.758629 -0.041 -0.041 0.094 0.200
H 5.079129 -0.075195 4.798415 -0.038 -0.011 -0.026 0.228
O 2.149184 -0.388349 -1.952941 -0.031 -0.103 -0.008 -0.578
C 0.978152 -0.406253 -2.261020 -0.052 0.054 -0.043 0.660
N -0.112421 -0.390550 -1.408601 0.091 -0.085 -0.017 -0.789
C -1.262535 -0.298078 -2.140611 0.068 0.239 0.093 0.643
O -2.396129 -0.140862 -1.709392 -0.075 -0.099 0.009 -0.650
C -0.911959 -0.341617 -3.607781 0.030 -0.049 0.006 -0.059
C -1.693801 -0.326738 -4.743144 -0.098 0.027 -0.032 -0.215
C -1.045487 -0.411443 -5.975924 -0.034 0.008 0.035 -0.219
C 0.341591 -0.501323 -6.049197 0.040 -0.019 0.076 -0.220
C 1.119612 -0.500767 -4.890117 0.048 0.052 -0.098 -0.179
C 0.463332 -0.418274 -3.682526 -0.011 -0.022 0.092 -0.133
H -2.773923 -0.255224 -4.677403 0.056 -0.019 0.021 0.221
H -1.631548 -0.411442 -6.887966 0.037 -0.002 0.011 0.204
H 0.822658 -0.579974 -7.017023 -0.024 0.026 0.004 0.204
H 2.200627 -0.560695 -4.929440 -0.026 -0.008 0.005 0.224
C -2.864316 2.995745 0.741310 -0.070 -0.250 0.030 -0.817
S -1.534896 1.768024 0.963992 -0.035 0.534 -0.042 1.291
O -0.969836 2.054607 2.309577 -0.068 0.026 0.022 -0.984
C -0.438670 2.581449 -0.222361 0.020 -0.096 -0.002 -0.258
C 0.831345 2.895637 0.224907 0.058 -0.045 0.080 -0.212
C 1.733799 3.492209 -0.647291 -0.007 0.001 -0.019 -0.187
C 1.366437 3.753111 -1.958108 -0.027 -0.020 -0.009 -0.217
C 0.090802 3.420582 -2.403490 0.026 -0.038 0.038 -0.233
C -0.818573 2.836778 -1.535502 -0.025 -0.062 -0.006 -0.174
H -2.434972 3.991332 0.832825 -0.022 -0.002 0.028 0.228
H -3.587338 2.810096 1.535964 0.022 -0.008 -0.045 0.228
H -3.332566 2.848373 -0.232979 0.023 0.024 0.070 0.226
H 1.101709 2.654302 1.247181 -0.028 0.038 -0.044 0.255
H 2.730870 3.735814 -0.301662 -0.015 -0.030 -0.015 0.212
H 2.076043 4.199182 -2.643655 0.007 0.000 0.010 0.206
H -0.189599 3.598539 -3.434717 -0.007 0.016 0.018 0.209
H -1.803571 2.554327 -1.889849 0.054 -0.018 0.008 0.217
```
Positions in Å, forces in eV/Å.

- 2S+1: 1
- Total charge: -1
- ΔE to the lowest compared entry with this formula, charge and spin: 2.9 kcal/mol
- Electronic energy: -3794.66278 Ha
- HOMO level: -3.87 eV

3.
The following is a DFT calculation (ωB97M-V/def2-TZVPD) of one molecule with the formula C25H23FN4O4S at a distorted geometry.

Structure (XYZ):
```
58
Properties=species:S:1:pos:R:3:forces:R:3:nbo_charge:R:1
C 2.913565 3.264332 0.358064 0.102 -0.105 0.172 -0.673
C 2.587226 1.949914 -0.245091 -0.515 -0.216 -0.337 0.267
C 1.366295 1.349640 -0.368557 0.511 0.035 0.129 -0.063
N 0.122576 1.830009 0.059050 0.215 -0.184 -0.590 -0.623
C -0.106441 2.266302 1.311001 -0.400 0.081 0.207 0.672
O 0.740934 2.346305 2.179825 0.053 0.063 0.193 -0.634
C -1.570251 2.660264 1.548066 0.202 0.322 -0.056 -0.314
N -2.502121 1.575074 1.323306 -0.331 -0.062 -1.026 -0.703
C -2.815232 0.670341 2.339448 -0.361 -0.546 0.581 0.230
C -1.855252 0.280227 3.271166 -0.001 0.163 -0.180 -0.283
C -2.176151 -0.650085 4.242651 -0.043 -0.022 0.049 -0.177
C -3.442151 -1.207910 4.295158 -0.020 -0.054 0.057 -0.233
C -4.401442 -0.806748 3.380809 0.020 -0.040 -0.003 -0.193
C -4.098147 0.133705 2.413753 0.002 0.051 0.197 -0.267
H -4.856673 0.483275 1.733611 -0.141 -0.007 0.045 0.229
H -5.399271 -1.216818 3.427168 -0.090 -0.031 -0.002 0.215
H -3.683019 -1.940414 5.050341 -0.020 -0.060 0.067 0.214
H -1.425009 -0.944737 4.960250 0.071 -0.017 0.049 0.215
H -0.864149 0.702909 3.237664 0.164 0.046 -0.010 0.236
S -3.321036 1.509783 -0.138099 0.087 -0.282 0.154 2.328
O -4.638086 2.065224 -0.036372 -0.076 -0.231 0.106 -0.927
O -2.432426 2.126436 -1.089522 0.168 0.065 -0.105 -0.960
C -3.437518 -0.242742 -0.480581 -0.073 0.600 0.116 -0.357
C -4.687543 -0.794414 -0.697669 -0.074 0.067 -0.018 -0.155
C -4.798599 -2.142363 -0.986023 0.125 -0.090 -0.047 -0.288
C -3.639874 -2.899647 -1.056489 -0.012 0.164 0.053 0.421
C -2.384670 -2.350579 -0.859013 -0.094 -0.028 -0.017 -0.263
C -2.286148 -1.001199 -0.566708 0.052 -0.023 -0.031 -0.153
H -1.310432 -0.560803 -0.438986 0.171 -0.007 0.026 0.265
H -1.498977 -2.958161 -0.944271 0.092 -0.085 -0.014 0.245
F -3.743525 -4.211595 -1.333689 0.023 0.134 0.026 -0.317
H -5.756572 -2.606098 -1.159075 -0.077 -0.049 -0.017 0.236
H -5.556470 -0.157897 -0.642068 -0.148 -0.005 0.026 0.245
H -1.836060 3.459767 0.852052 0.140 0.090 0.165 0.246
H -1.671823 3.025445 2.574200 0.020 -0.097 -0.176 0.238
H -0.664142 1.782822 -0.587370 0.163 0.091 0.112 0.446
C 1.549404 0.057231 -0.989304 0.099 0.273 0.371 0.608
O 0.736061 -0.802735 -1.287731 -0.248 -0.186 -0.160 -0.666
N 2.920575 -0.027617 -1.206442 -0.129 -0.009 0.387 -0.276
C 3.552077 -0.951829 -2.048265 0.238 -0.185 -0.382 0.209
C 3.186777 -2.292845 -1.978667 -0.051 0.092 0.096 -0.235
C 3.791285 -3.210446 -2.817238 0.044 0.021 -0.029 -0.184
C 4.767922 -2.807426 -3.712981 0.038 -0.039 -0.077 -0.224
C 5.126590 -1.471750 -3.783946 0.052 -0.057 -0.023 -0.200
C 4.518416 -0.540336 -2.963178 -0.134 0.050 0.085 -0.267
H 4.776778 0.504946 -3.041943 0.008 0.096 0.015 0.220
H 5.876858 -1.148531 -4.490174 0.058 0.027 -0.053 0.216
H 5.243212 -3.529699 -4.359047 0.039 -0.063 -0.057 0.215
H 3.501868 -4.249111 -2.765162 -0.032 -0.085 0.016 0.216
H 2.421888 -2.596569 -1.283886 -0.049 -0.016 0.072 0.243
N 3.544449 1.150415 -0.809908 -0.228 0.262 -0.363 -0.205
C 4.906149 1.097037 -0.324741 0.286 -0.036 0.279 -0.426
H 5.346353 0.143382 -0.608158 -0.008 0.095 0.022 0.237
H 5.494725 1.898626 -0.773663 0.000 -0.072 0.022 0.211
H 4.940525 1.192541 0.762897 0.030 -0.056 -0.011 0.207
H 2.230284 4.019883 -0.025691 -0.021 0.044 -0.035 0.242
H 3.935323 3.560048 0.142361 0.061 0.086 -0.058 0.220
H 2.761093 3.215220 1.436863 0.040 0.029 -0.019 0.271
```
Positions in Å, forces in eV/Å.

- SMILES: Cc1c(NC(=O)CN(c2ccccc2)S(=O)(=O)c2ccc(F)cc2)c(=O)n(-c2ccccc2)n1C
- 2S+1: 1
- ΔE to the lowest compared entry with this formula, charge and spin: 0.6 kcal/mol
- Electronic energy: -1984.50959 Ha
- HOMO level: -8.18 eV

4.
The following is a DFT calculation (ωB97M-V/def2-TZVPD) of C25H23N5O5Ti as an isolated structure at a distorted geometry.

Structure (XYZ):
```
59
Properties=species:S:1:pos:R:3:forces:R:3:nbo_charge:R:1
Ti -1.002051 0.514863 0.267568 -1.404 0.676 -1.973 1.768
O 0.571049 0.845763 0.836668 1.002 0.132 1.190 -0.644
C 1.777649 1.034463 0.313368 2.265 0.619 -1.107 0.348
C 2.904749 0.359963 0.792468 -0.650 0.078 0.092 -0.246
C 4.142349 0.586163 0.217968 -0.112 0.094 -0.102 -0.152
C 4.278849 1.492663 -0.827632 0.044 0.007 0.054 -0.186
C 3.178449 2.172663 -1.312532 -0.173 -0.156 0.188 -0.158
C 1.916349 1.949463 -0.758832 0.103 -0.473 0.569 -0.179
C 0.727049 2.609563 -1.253132 0.022 -0.033 0.062 0.411
N -0.515451 2.120263 -1.160732 0.656 0.349 -0.148 -0.567
C -1.319151 3.038063 -1.802732 -0.074 0.372 -0.376 -0.116
C -0.564451 4.077063 -2.257932 -0.654 -0.206 0.052 -0.030
N 0.715749 3.793863 -1.898132 0.273 -0.378 0.169 -0.478
H 2.779849 -0.337637 1.608568 0.034 -0.029 0.066 0.246
H 5.004749 0.048763 0.582868 0.046 -0.009 0.043 0.248
H 5.248649 1.665463 -1.264432 0.108 0.008 -0.067 0.247
H 3.292349 2.847263 -2.148032 0.023 0.074 -0.078 0.223
H -2.373251 2.886563 -1.939032 -0.129 0.016 0.010 0.227
H -0.830751 4.972463 -2.783132 -0.069 0.102 -0.106 0.259
H 1.516649 4.390363 -2.048232 -0.014 -0.088 0.008 0.453
N -2.458151 2.196263 0.851268 -0.203 0.078 -0.450 -0.821
C -2.556951 2.471263 2.310068 0.081 0.012 0.635 -0.227
C -1.364751 1.886163 3.057268 -0.189 -0.300 -0.092 -0.535
C -1.312851 0.363163 2.885268 0.805 1.161 2.887 0.788
O -0.863251 -0.372437 3.716668 -0.299 0.032 -0.361 -0.506
O -1.767351 -0.059437 1.715868 -1.211 -1.380 0.415 -0.674
H -2.378951 3.088363 0.357868 0.025 -0.375 0.031 0.411
H -3.343551 1.779363 0.561168 0.101 0.302 0.016 0.397
H -3.471551 2.022263 2.709368 0.076 0.158 -0.151 0.224
H -2.611951 3.549563 2.481268 -0.031 -0.178 -0.065 0.234
H -1.425951 2.115463 4.122968 0.052 -0.101 -0.121 0.282
H -0.420851 2.304863 2.678268 -0.182 -0.091 0.121 0.248
O 2.144349 -5.705337 3.896668 0.076 -0.278 0.676 -0.639
C 2.285049 -5.631537 2.581368 -0.088 0.386 -0.640 0.764
O 2.827749 -6.492037 1.951768 -0.037 0.030 0.243 -0.519
C 1.724749 -4.413737 1.864868 -0.147 0.312 -0.133 -0.098
C 1.059849 -3.350537 2.472768 0.228 -0.362 -0.128 -0.199
C 0.513649 -2.339637 1.705468 -0.159 0.326 -0.535 -0.136
C 0.621049 -2.337837 0.305168 0.930 -1.124 1.266 0.138
C 1.360849 -3.376937 -0.299132 -0.329 0.471 0.031 -0.225
C 1.879349 -4.391237 0.473268 0.050 -0.083 0.154 -0.145
N -0.133551 -1.395937 -0.381232 -0.628 0.694 -1.441 -0.437
C -0.238151 -1.357937 -1.668632 0.462 -0.492 0.455 0.120
C -1.374851 -0.655037 -2.233632 -0.706 0.240 -0.943 0.151
C -1.676151 -0.707737 -3.596732 0.326 -0.046 0.667 -0.180
C -2.899751 -0.232937 -4.041432 -0.124 0.149 0.301 -0.093
C -3.800051 0.258663 -3.105632 0.250 -0.189 -0.034 -0.216
C -3.406051 0.330263 -1.776332 -0.384 0.168 -0.010 0.094
N -2.217651 -0.081137 -1.337732 -0.087 -0.418 -0.959 -0.520
H 1.692149 -4.973637 4.336568 0.047 -0.019 -0.359 0.494
H 0.922449 -3.293837 3.542968 -0.024 0.008 0.087 0.223
H -0.039551 -1.557037 2.201368 0.075 -0.198 0.003 0.225
H 1.510149 -3.416037 -1.366632 -0.022 -0.057 -0.130 0.219
H 2.400149 -5.219137 0.014668 0.064 -0.003 -0.035 0.268
H 0.381449 -1.950937 -2.345332 -0.136 0.045 0.196 0.229
H -0.962251 -1.138737 -4.280832 0.058 -0.089 -0.069 0.255
H -3.153151 -0.266037 -5.089232 -0.043 -0.035 -0.104 0.261
H -4.791151 0.568063 -3.396632 -0.072 0.081 0.041 0.264
H -4.103951 0.715063 -1.040032 0.099 0.012 -0.014 0.213
```
Positions in Å, forces in eV/Å.

- 2S+1: 1
- Total charge: +2
- ΔE to the lowest compared entry with this formula, charge and spin: 10.7 kcal/mol
- Electronic energy: -2465.57265 Ha
- HOMO level: -14.48 eV